The following is a quantum chemistry calculation of 7 unconnected molecules or ions with the total composition C26H72N5O10, from the Open Molecules 2025 dataset.

Bonds (Å) are listed after each position.
Positions of all 113 atoms, in Å:
1 N -0.93 0.47 -1.16  H2 0.958, H3 1.003, H4 1.103, H5 0.898
2 H -1.69 -0.12 -1.20  N1 0.958
3 H -0.13 0.02 -0.76  N1 1.003
4 H -1.13 1.40 -0.60  N1 1.103
5 H -0.77 0.76 -1.99  N1 0.898
6 C -1.94 -2.29 -4.05  O7 1.469, H8 1.033, H9 1.044, H10 1.157
7 O -2.10 -0.83 -4.03  C6 1.469, H11 0.848
8 H -2.36 -2.56 -3.14  C6 1.033
9 H -0.92 -2.47 -4.18  C6 1.044
10 H -2.64 -2.73 -4.86  C6 1.157
11 H -2.51 -0.60 -4.74  O7 0.848
12 C -3.40 2.93 0.89  O13 1.471, H14 1.016, H15 1.004, H16 1.113
13 O -3.41 2.40 -0.48  C12 1.471, H17 1.145
14 H -3.55 2.05 1.39  C12 1.016
15 H -4.16 3.56 1.10  C12 1.004
16 H -2.51 3.57 1.10  C12 1.113
17 H -4.39 1.81 -0.62  O13 1.145
18 C -3.27 -2.07 1.12  O19 1.397, H27 1.258, H28 1.027, H29 1.131
19 O -2.06 -1.81 0.47  C18 1.397, C20 1.386
20 C -0.96 -2.51 0.94  O19 1.386, C21 1.508, H30 1.112, H31 1.149
21 C -0.82 -3.76 0.10  C20 1.508, N22 1.507, H32 1.075, H33 1.106
22 N 0.11 -4.79 0.69  C21 1.507, C23 1.395, H34 1.101
23 C 0.51 -5.60 -0.38  N22 1.395, C24 1.465, H35 1.111, H36 1.182
24 C 1.35 -6.65 0.19  C23 1.465, O25 1.454, H37 1.102, H38 1.144
25 O 1.67 -7.72 -0.74  C24 1.454, C26 1.436
26 C 2.50 -8.79 -0.24  O25 1.436, H39 1.160, H40 1.196, H41 1.125
27 H -3.34 -2.06 2.37  C18 1.258
28 H -3.35 -3.09 1.12  C18 1.027
29 H -4.17 -1.63 0.60  C18 1.131
30 H -1.18 -2.78 1.99  C20 1.112
31 H -0.02 -1.85 0.88  C20 1.149
32 H -0.97 -3.44 -0.91  C21 1.075
33 H -1.85 -4.16 0.00  C21 1.106
34 H -0.74 -5.14 1.30  N22 1.101
35 H 0.99 -5.14 -1.27  C23 1.111
36 H -0.40 -6.21 -0.82  C23 1.182
37 H 0.71 -7.06 0.98  C24 1.102
38 H 2.29 -6.14 0.59  C24 1.144
39 H 3.45 -8.37 0.27  C26 1.160
40 H 3.03 -9.25 -1.21  C26 1.196
41 H 1.92 -9.38 0.52  C26 1.125
42 C 0.90 3.06 1.82  O43 1.444, H51 1.021, H52 1.185, H53 1.071
43 O 0.76 1.69 1.38  C42 1.444, C44 1.396
44 C 0.78 0.71 2.36  O43 1.396, C45 1.616, H54 1.169, H55 1.073
45 C -0.60 0.45 3.16  C44 1.616, N46 1.493, H56 0.965, H57 1.113
46 N -0.37 -0.63 4.17  C45 1.493, C47 1.500, H58 1.029
47 C -1.67 -0.78 4.89  N46 1.500, C48 1.516, H59 1.182, H60 1.073
48 C -1.76 -2.01 5.78  C47 1.516, O49 1.400, H61 1.094, H62 0.959
49 O -3.06 -2.50 5.92  C48 1.400, C50 1.527
50 C -3.24 -3.76 6.77  O49 1.527, H63 1.061, H64 1.067, H65 1.048
51 H 1.83 3.20 2.22  C42 1.021
52 H 0.04 3.21 2.62  C42 1.185
53 H 0.89 3.84 1.08  C42 1.071
54 H 1.71 0.45 3.02  C44 1.169
55 H 0.82 -0.20 1.80  C44 1.073
56 H -1.29 0.20 2.53  C45 0.965
57 H -1.09 1.29 3.69  C45 1.113
58 H 0.27 -0.19 4.85  N46 1.029
59 H -2.57 -0.99 4.16  C47 1.182
60 H -1.95 0.09 5.46  C47 1.073
61 H -1.10 -1.97 6.66  C48 1.094
62 H -1.32 -2.70 5.29  C48 0.959
63 H -2.77 -4.52 6.20  C50 1.061
64 H -4.20 -4.13 7.03  C50 1.067
65 H -2.98 -3.51 7.75  C50 1.048
66 C 3.39 -4.83 -4.37  O67 1.413, H75 1.027, H76 0.929, H77 1.106
67 O 2.35 -3.96 -3.98  C66 1.413, C68 1.473
68 C 2.87 -2.79 -3.25  O67 1.473, C69 1.621, H78 1.157, H79 1.117
69 C 1.64 -1.75 -3.07  C68 1.621, N70 1.434, H80 1.016, H81 1.026
70 N 2.05 -0.73 -2.15  C69 1.434, C71 1.512, H82 1.026
71 C 2.95 0.39 -2.63  N70 1.512, C72 1.480, H83 1.164, H84 1.009
72 C 2.94 1.58 -1.75  C71 1.480, O73 1.437, H85 1.153, H86 1.278
73 O 3.98 2.35 -2.37  C72 1.437, C74 1.465
74 C 4.26 3.51 -1.52  O73 1.465, H87 1.086, H88 1.131, H89 1.250
75 H 2.91 -5.65 -4.77  C66 1.027
76 H 3.91 -5.08 -3.63  C66 0.929
77 H 4.01 -4.20 -5.03  C66 1.106
78 H 3.67 -2.34 -3.95  C68 1.157
79 H 3.32 -3.39 -2.42  C68 1.117
80 H 0.77 -2.03 -2.63  C69 1.016
81 H 1.42 -1.15 -3.87  C69 1.026
82 H 2.20 -0.85 -1.14  N70 1.026
83 H 2.86 0.66 -3.76  C71 1.164
84 H 3.89 0.02 -2.54  C71 1.009
85 H 3.02 1.22 -0.65  C72 1.153
86 H 1.76 2.04 -1.88  C72 1.278
87 H 4.52 3.03 -0.58  C74 1.086
88 H 3.37 4.05 -1.08  C74 1.131
89 H 5.15 4.05 -2.21  C74 1.250
90 C 0.17 2.46 -4.24  O91 1.399, H99 1.012, H100 1.070, H101 1.010
91 O -0.41 2.95 -3.06  C90 1.399, C92 1.505
92 C -0.10 4.40 -2.82  O91 1.505, C93 1.607, H102 1.017, H103 1.102
93 C -0.55 4.66 -1.30  C92 1.607, N94 1.512, H104 1.086, H105 0.984
94 N -0.50 6.12 -0.90  C93 1.512, C95 1.387, H106 1.153
95 C -0.90 6.34 0.40  N94 1.387, C96 1.590, H107 1.024, H108 1.181
96 C -0.21 7.63 1.02  C95 1.590, O97 1.373, H109 1.092, H110 1.117
97 O -0.58 7.62 2.34  C96 1.373, C98 1.387
98 C -0.20 8.72 3.11  O97 1.387, H111 1.140, H112 0.941, H113 1.133
99 H -0.35 2.84 -5.01  C90 1.012
100 H 0.05 1.41 -4.39  C90 1.070
101 H 1.06 2.83 -4.54  C90 1.010
102 H -0.60 4.95 -3.52  C92 1.017
103 H 0.96 4.70 -2.86  C92 1.102
104 H 0.21 4.01 -0.88  C93 1.086
105 H -1.40 4.18 -1.24  C93 0.984
106 H -1.18 6.55 -1.73  N94 1.153
107 H -0.91 5.41 0.83  C95 1.024
108 H -2.06 6.54 0.53  C95 1.181
109 H -0.76 8.43 0.53  C96 1.092
110 H 0.89 7.74 1.21  C96 1.117
111 H -0.72 9.68 2.80  C98 1.140
112 H 0.71 8.93 3.05  C98 0.941
113 H -0.75 8.55 4.09  C98 1.133

Properties
energy = -56027.555 eV
LUMO energy = -2.084 eV
charge = +1
relative energy (zero: lowest compared OMol25 entry of this formula, charge and spin) = 3.6829 eV
highest occupied orbital energy = -10.97 eV